1.
Computed, not measured: a molecular structure, C6H18F3O3S3Tl, with the ωB97M-V functional and the def2-TZVPD basis.

The geometry in XYZ format:
```
34
Properties=species:S:1:pos:R:3:forces:R:3
Tl 15.241 29.161 22.035 1.32 -3.09 -4.50
F 16.618 29.817 19.762 -1.05 0.00 1.80
F 14.125 28.025 19.817 0.30 0.87 1.80
F 16.987 27.081 21.493 -1.07 1.35 0.91
C 10.518 30.096 21.189 0.73 -0.37 0.71
S 11.471 28.643 21.653 0.40 -0.62 0.69
O 12.626 29.102 22.506 0.93 0.88 0.15
C 10.319 27.989 22.925 -0.63 -0.34 -1.18
H 9.662 29.666 20.674 -0.11 0.51 -0.23
H 11.201 30.697 20.592 -0.32 -0.04 -0.39
H 10.278 30.631 22.106 -0.27 0.06 -0.10
H 10.719 27.933 23.931 0.39 0.34 -0.14
H 10.065 26.987 22.576 0.01 -0.07 0.19
H 9.408 28.580 22.861 0.00 0.03 0.34
C 19.300 29.555 24.595 -0.72 -0.20 -0.60
S 19.106 30.046 22.853 1.30 -0.46 -0.43
O 17.678 30.363 22.568 -0.93 0.32 0.69
C 20.011 31.624 22.855 0.07 0.07 0.38
H 18.855 28.558 24.585 -0.08 0.03 0.19
H 18.725 30.205 25.252 0.21 0.12 0.08
H 20.347 29.433 24.858 0.05 0.31 -0.05
H 20.297 31.878 21.837 -0.47 -0.01 -0.13
H 20.954 31.560 23.401 -0.13 -0.41 0.16
H 19.407 32.398 23.327 -0.14 0.02 -0.18
C 15.409 24.701 22.498 0.13 0.39 -0.84
S 14.507 25.463 23.860 0.37 -1.37 -0.29
O 14.350 26.885 23.453 -0.42 0.84 -0.11
C 12.944 24.567 23.509 -0.14 0.29 -0.01
H 14.859 24.919 21.578 -0.21 0.13 0.14
H 15.549 23.622 22.532 -0.02 0.01 0.58
H 16.339 25.256 22.351 0.10 -0.06 0.33
H 12.123 25.192 23.860 0.03 0.12 -0.13
H 12.852 23.615 24.032 0.49 0.06 0.20
H 12.878 24.361 22.442 -0.15 0.28 -0.05
```
Positions in Å, forces in eV/Å.

Calculated values
E_HOMO = -9.269 eV
ΔE to the lowest compared entry with this formula, charge and spin = 0.3411 eV
Orbital gap = 4.92 eV
Lowest unoccupied orbital energy = -4.35 eV
Charge = 0



2.
Computed, not measured: 2 unconnected molecules or ions with the total composition C5H17N2O, with the ωB97M-V functional and the def2-TZVPD basis.

The geometry in XYZ format:
```
25
Properties=species:S:1:pos:R:3:forces:R:3
N -1.717 0.782 -1.944 0.11 0.11 -0.14
C -2.239 0.596 -0.557 -0.09 -0.13 0.16
C -1.057 0.892 0.367 -0.39 0.52 0.05
N 0.097 0.209 -0.175 0.40 -0.37 0.38
C 0.690 -2.082 -0.852 -0.29 0.10 0.26
C 0.192 -1.213 0.289 0.22 0.45 0.20
C 1.139 -1.275 1.494 0.06 0.08 -0.54
H -1.449 1.760 -2.061 -0.16 0.03 -0.24
H -0.815 0.269 -1.954 0.15 -0.07 0.09
H -2.343 0.496 -2.696 0.00 0.01 0.09
H -2.573 -0.437 -0.444 0.03 0.10 -0.20
H -3.081 1.264 -0.422 -0.11 0.06 0.14
H -1.341 0.597 1.384 0.10 -0.01 -0.01
H -0.882 1.981 0.386 0.03 -0.31 -0.02
H 0.938 0.662 0.179 -0.01 0.19 -0.34
H 0.832 -3.095 -0.502 0.11 -0.31 0.00
H 1.641 -1.692 -1.207 0.09 -0.03 -0.07
H -0.013 -2.113 -1.682 -0.08 0.02 -0.13
H -0.808 -1.495 0.631 -0.02 -0.22 -0.21
H 2.162 -1.289 1.122 0.16 -0.06 0.03
H 1.049 -0.361 2.078 -0.17 -0.17 0.39
H 0.979 -2.168 2.090 -0.01 0.05 0.16
H 2.336 3.087 1.237 0.12 -0.03 -0.05
H 3.425 2.363 1.997 0.12 -0.12 0.03
O 2.838 2.264 1.241 -0.36 0.10 -0.02
```
Positions in Å, forces in eV/Å.

Calculated values
E_HOMO = -13.464 eV
ΔE to the lowest compared entry with this formula, charge and spin = 0.6490 eV
Orbital gap = 10.28 eV
Lowest unoccupied orbital energy = -3.18 eV
Charge = +1



3.
Computed, not measured: 5 unconnected molecules or ions with the total composition C11H2Cl16F9NO2, with the ωB97M-V functional and the def2-TZVPD basis.

The geometry in XYZ format:
```
41
Properties=species:S:1:pos:R:3:forces:R:3
C 0.923 -1.211 -2.326 0.07 0.60 1.18
C 0.931 -0.612 -1.278 -1.66 -0.97 -0.89
N 0.480 0.065 -0.133 1.88 0.36 -0.06
C 1.689 0.198 0.728 1.11 0.17 0.07
O 2.774 0.159 0.236 -0.31 -0.28 -0.01
O 1.500 0.390 2.046 -1.35 -0.12 -0.32
C 0.056 1.408 -0.540 -0.06 0.03 -0.56
F 0.294 2.289 0.423 -0.05 -0.04 0.89
F 0.793 1.819 -1.579 -0.03 0.26 -0.40
C -1.465 1.488 -0.941 0.99 -0.29 -0.39
F -1.562 1.620 -2.266 0.55 -1.01 -0.25
F -1.944 2.620 -0.428 -0.62 0.19 0.72
C -2.330 0.268 -0.546 -0.56 0.50 0.75
F -1.984 -0.838 -1.178 0.72 -0.44 -0.36
F -3.563 0.555 -0.967 -0.66 0.48 -0.11
C -2.402 -0.026 1.006 -1.47 -0.13 -0.59
F -1.975 -1.236 1.247 0.92 -0.74 0.36
F -3.686 -0.012 1.404 0.47 0.24 0.15
F -1.790 0.873 1.734 0.97 0.50 0.33
H 0.875 -1.759 -3.234 0.25 -0.01 -0.06
H 1.756 -0.404 2.536 0.31 0.10 0.03
Cl 4.646 1.171 2.684 0.09 -0.12 0.13
C 5.386 -0.428 2.801 0.03 0.29 -0.07
Cl 6.537 -0.629 1.478 -0.11 0.02 0.08
Cl 6.220 -0.563 4.367 -0.23 0.34 -0.06
Cl 4.132 -1.683 2.695 0.06 -0.01 0.06
Cl -3.114 3.616 -2.885 -0.54 0.69 -0.44
C -3.240 3.775 -4.638 -0.05 0.05 0.06
Cl -2.556 2.335 -5.410 -0.02 0.05 0.03
Cl -4.940 3.938 -5.102 0.07 -0.01 0.01
Cl -2.344 5.206 -5.168 -0.03 -0.06 0.01
Cl -8.376 -1.784 0.290 0.02 0.07 -0.02
C -7.608 -0.216 -0.010 0.04 -0.03 0.06
Cl -7.532 0.077 -1.754 0.00 -0.01 0.06
Cl -8.560 1.062 0.760 0.03 -0.05 -0.04
Cl -5.972 -0.219 0.655 -1.06 -0.06 -0.32
Cl 7.148 -3.234 3.559 0.24 -0.58 -0.11
C 7.559 -4.679 2.625 0.01 -0.02 0.04
Cl 6.934 -6.115 3.450 0.03 0.05 -0.04
Cl 6.833 -4.561 1.016 0.02 0.01 0.07
Cl 9.316 -4.805 2.472 -0.08 0.00 0.00
```
Positions in Å, forces in eV/Å.

Calculated values
E_HOMO = -10.392 eV
Orbital gap = 10.33 eV
Lowest unoccupied orbital energy = -0.07 eV
SMILES = C#CN(C(=O)O)C(F)(F)C(F)(F)C(F)(F)C(F)(F)F.ClC(Cl)(Cl)Cl.ClC(Cl)(Cl)Cl.ClC(Cl)(Cl)Cl.ClC(Cl)(Cl)Cl
Charge = 0



4.
Computed, not measured: a single C5H7N molecule, with the ωB97M-V functional and the def2-TZVPD basis.

The geometry in XYZ format:
```
13
Properties=species:S:1:pos:R:3:forces:R:3
C 0.822 -1.050 -0.143 0.32 -0.43 0.46
C 1.196 -0.035 0.649 0.35 -0.40 -0.29
C 0.292 1.120 0.419 0.62 0.04 -0.13
N -1.064 1.134 0.881 -0.99 0.02 -1.77
C -0.658 0.648 -0.590 -0.99 0.46 0.69
C -0.590 -0.865 -0.661 0.35 0.13 0.00
H 1.433 -1.887 -0.437 -0.01 -0.52 0.62
H 2.039 0.012 1.325 0.23 -0.11 -0.34
H 0.693 2.123 0.314 0.30 -0.15 0.12
H -1.284 0.270 1.383 0.10 0.23 -0.22
H -0.721 1.143 -1.575 -0.96 0.48 1.08
H -0.829 -1.345 -1.619 0.28 0.45 0.05
H -1.329 -1.267 0.054 0.40 -0.21 -0.27
```
Positions in Å, forces in eV/Å.

Calculated values
E_HOMO = -8.692 eV
ΔE to the lowest compared entry with this formula, charge and spin = 2.6723 eV
Orbital gap = 9.78 eV
Lowest unoccupied orbital energy = 1.09 eV
SMILES = C1=C[C@@H]2N[C@@H]2C1
Charge = 0